No. 1
Here is 2 unconnected molecules or ions with the total composition C2H6O2 from the OMol25 dataset. Energies are from the ωB97M-V functional and the def2-TZVPD basis.

Energy above the lowest of the compared OMol25 structures with the same formula, charge and spin ... 39.9 kcal/mol
SMILES ... C=CO.O
Gap between HOMO and LUMO ... 9.78 eV
LUMO energy ... 0.01688 Eh
Largest force on an atom ... 4.2 eV/Å

```
10
C2H6O2 | the OMol25 dataset | the ωB97M-V functional and the def2-TZVPD basis
C 0.110 0.942 -0.520
C 0.242 -0.190 -1.170
O 1.000 -1.217 -0.712
H -0.654 1.686 -0.748
H 0.804 1.399 0.197
H -0.626 -0.527 -1.828
H 0.962 -2.099 -1.326
H -1.300 0.506 1.939
H -0.024 -0.531 1.791
O -0.513 0.031 2.377
```

=====

No. 2
Here is a molecular structure, C2H6O2P from the OMol25 dataset. Energies are from the ωB97M-V functional and the def2-TZVPD basis.

Charge ... -1
Energy above the lowest of the compared OMol25 structures with the same formula, charge and spin ... 82.1 kcal/mol
Gap between HOMO and LUMO ... 7.58 eV
LUMO energy ... 0.15076 Eh
Largest force on an atom ... 5.7 eV/Å

```
11
C2H6O2P | the OMol25 dataset | the ωB97M-V functional and the def2-TZVPD basis
C 0.819 -0.959 -0.842
C -0.233 0.787 1.309
O -2.488 -0.710 -0.767
O -0.299 1.518 -1.340
P -0.557 0.320 -0.543
H 1.653 -0.378 -1.258
H 1.220 -1.523 0.104
H 0.471 -1.649 -1.612
H -0.308 1.924 1.539
H -1.035 0.292 1.834
H 0.756 0.377 1.577
```

=====

No. 3
Here is a molecular structure, C2H6O2PS2 from the OMol25 dataset. Energies are from the ωB97M-V functional and the def2-TZVPD basis.

Charge ... +1
Energy above the lowest of the compared OMol25 structures with the same formula, charge and spin ... 8.3 kcal/mol
Gap between HOMO and LUMO ... 7.40 eV
LUMO energy ... -0.21642 Eh
Largest force on an atom ... 4.4 eV/Å

```
13
C2H6O2PS2 | the OMol25 dataset | the ωB97M-V functional and the def2-TZVPD basis
C -0.424 -0.952 -1.568
C 0.952 -0.406 -1.111
O -1.316 0.208 -1.507
O 0.921 1.010 -1.261
P -0.543 1.514 -1.210
S -1.255 0.646 1.726
S -2.207 1.265 3.462
H -0.250 -1.261 -2.621
H -0.774 -1.724 -1.018
H 1.135 -0.588 -0.094
H 1.580 -0.826 -1.750
H -2.303 0.290 0.937
H -2.007 0.204 4.299
```

=====

No. 4
Here is a molecular structure, C2H6O2Sn from the OMol25 dataset. Energies are from the ωB97M-V functional and the def2-TZVPD basis.

Charge ... +1
Energy above the lowest of the compared OMol25 structures with the same formula, charge and spin ... 9.1 kcal/mol
Gap between HOMO and LUMO (spin up / spin down) ... 6.10 / 8.56 eV
<S²> ... 0.7526
LUMO energy (spin up / spin down) ... -0.22748 / -0.22153 Eh
Multiplicity ... 2
Largest force on an atom ... 2.7 eV/Å

```
11
C2H6O2Sn | the OMol25 dataset | the ωB97M-V functional and the def2-TZVPD basis
Sn 10.345 15.403 8.522
C 9.590 12.702 11.161
C 10.717 11.937 10.518
O 11.002 12.631 9.338
O 9.916 13.972 11.591
H 9.179 12.179 12.024
H 8.710 12.797 10.524
H 10.417 10.984 10.080
H 11.614 11.841 11.130
H 11.790 12.201 8.999
H 10.643 13.962 12.217
```

=====

No. 5
Here is 2 unconnected molecules or ions with the total composition C2H6O3 from the OMol25 dataset. Energies are from the ωB97M-V functional and the def2-TZVPD basis.

Energy above the lowest of the compared OMol25 structures with the same formula, charge and spin ... 27.4 kcal/mol
SMILES ... O=CO.CO
Gap between HOMO and LUMO ... 11.37 eV
LUMO energy ... 0.02625 Eh
Largest force on an atom ... 0.8 eV/Å

```
11
C2H6O3 | the OMol25 dataset | the ωB97M-V functional and the def2-TZVPD basis
C -1.400 2.194 1.024
O -0.252 1.904 0.225
H -1.554 3.265 1.109
H -1.344 1.682 1.992
H -2.256 1.746 0.516
H 0.469 2.435 0.576
O 0.905 -2.258 0.362
C 0.789 -1.834 -0.753
O 0.153 -0.723 -1.095
H 1.194 -2.269 -1.678
H -0.394 -0.369 -0.380
```

=====

No. 6
Here is 2 unconnected molecules or ions with the total composition C2H6OS2 from the OMol25 dataset. Energies are from the ωB97M-V functional and the def2-TZVPD basis.

Energy above the lowest of the compared OMol25 structures with the same formula, charge and spin ... 21.4 kcal/mol
SMILES ... CC=O.SS
Gap between HOMO and LUMO ... 8.86 eV
LUMO energy ... -0.03532 Eh
Largest force on an atom ... 4.3 eV/Å

```
11
C2H6OS2 | the OMol25 dataset | the ωB97M-V functional and the def2-TZVPD basis
S 2.735 -0.087 -0.918
S 2.156 0.718 1.233
H 2.056 -1.228 -0.781
H 1.130 1.314 0.508
O -0.946 1.501 -0.967
C -1.134 0.267 -0.788
C -1.149 -0.388 0.543
H -1.300 -0.494 -1.544
H -1.252 0.447 1.247
H -2.013 -1.049 0.685
H -0.285 -1.001 0.780
```

=====

No. 7
Here is a single C2H6OS4 molecule from the OMol25 dataset. Energies are from the ωB97M-V functional and the def2-TZVPD basis.

Energy above the lowest of the compared OMol25 structures with the same formula, charge and spin ... 0.0 kcal/mol
SMILES ... SC(S)OC(S)S
Gap between HOMO and LUMO ... 9.69 eV
LUMO energy ... 0.01697 Eh
Largest force on an atom ... 3.3 eV/Å

```
13
C2H6OS4 | the OMol25 dataset | the ωB97M-V functional and the def2-TZVPD basis
C -1.202 0.082 0.324
C 1.102 -0.121 -0.133
O -0.052 0.732 0.147
S -1.638 -0.900 -1.185
S -2.482 1.359 0.786
S 2.256 0.905 -0.992
S 1.840 -0.891 1.378
H -1.241 -0.686 1.214
H 0.643 -1.050 -0.709
H -0.883 -0.264 -1.987
H -2.528 1.797 -0.480
H 3.355 0.796 -0.111
H 0.831 -1.760 1.748
```

=====

No. 8
Here is a molecular structure, C2H6OS5 from the OMol25 dataset. Energies are from the ωB97M-V functional and the def2-TZVPD basis.

Energy above the lowest of the compared OMol25 structures with the same formula, charge and spin ... 45.4 kcal/mol
Gap between HOMO and LUMO (spin up / spin down) ... 6.83 / 6.84 eV
LUMO energy (spin up / spin down) ... -0.05466 / -0.05453 Eh
Largest force on an atom ... 2.1 eV/Å

```
14
C2H6OS5 | the OMol25 dataset | the ωB97M-V functional and the def2-TZVPD basis
C 0.821 -0.807 -0.697
C -1.004 0.390 1.029
O -1.181 0.845 -1.468
S 1.457 -0.849 -2.430
S 2.066 -0.438 0.588
S -2.502 -0.343 0.733
S -1.122 3.053 0.881
S -0.109 0.849 -0.440
H 0.105 -1.600 -0.601
H -0.665 0.230 2.005
H 0.345 -1.413 -2.932
H 2.856 -1.470 0.267
H -2.192 0.206 -0.585
H 0.222 3.382 0.907
```

=====

No. 9
Here is a single C2H6OSe2 molecule from the OMol25 dataset. Energies are from the ωB97M-V functional and the def2-TZVPD basis.

Energy above the lowest of the compared OMol25 structures with the same formula, charge and spin ... 0.0 kcal/mol
SMILES ... [SeH]COC[SeH]
Gap between HOMO and LUMO ... 9.47 eV
LUMO energy ... 0.02211 Eh
Largest force on an atom ... 3.5 eV/Å

```
11
C2H6OSe2 | the OMol25 dataset | the ωB97M-V functional and the def2-TZVPD basis
C 1.234 0.184 -0.466
C -1.038 0.461 -0.101
O 0.109 -0.044 0.343
Se 2.552 -1.244 -0.141
Se -2.598 -0.862 -0.047
H 0.950 0.267 -1.497
H 1.816 1.041 -0.119
H -0.898 0.778 -1.115
H -1.424 1.208 0.637
H 2.497 -0.943 1.250
H -3.200 -0.848 1.256
```

=====

No. 10
Here is a single C2H6S molecule from the OMol25 dataset. Energies are from the ωB97M-V functional and the def2-TZVPD basis.

Energy above the lowest of the compared OMol25 structures with the same formula, charge and spin ... 0.0 kcal/mol
SMILES ... CCS
Gap between HOMO and LUMO ... 10.08 eV
LUMO energy ... 0.03764 Eh
Largest force on an atom ... 0.3 eV/Å

```
9
C2H6S | the OMol25 dataset | the ωB97M-V functional and the def2-TZVPD basis
C 0.223 0.880 -0.545
C -0.164 -0.111 0.540
S -0.858 -1.649 -0.147
H -0.646 1.171 -1.133
H 0.953 0.443 -1.219
H 0.604 1.795 -0.095
H 0.714 -0.366 1.129
H -0.914 0.322 1.203
H 0.088 -2.486 0.268
```

=====

No. 11
Here is a single C2H6S2 molecule from the OMol25 dataset. Energies are from the ωB97M-V functional and the def2-TZVPD basis.

Energy above the lowest of the compared OMol25 structures with the same formula, charge and spin ... 3.9 kcal/mol
SMILES ... CSSC
Gap between HOMO and LUMO ... 9.54 eV
LUMO energy ... 0.03046 Eh
Largest force on an atom ... 1.6 eV/Å

```
10
C2H6S2 | the OMol25 dataset | the ωB97M-V functional and the def2-TZVPD basis
C 1.596 -0.680 -0.208
S 0.967 0.120 1.287
S -0.279 1.548 0.480
C -1.738 0.559 0.023
H 0.970 -1.298 -0.845
H 2.160 0.098 -0.710
H 2.359 -1.364 0.184
H -1.852 0.609 -1.056
H -1.581 -0.490 0.263
H -2.603 0.900 0.581
```

=====

No. 12
Here is 2 unconnected molecules or ions with the total composition C2H6SSi from the OMol25 dataset. Energies are from the ωB97M-V functional and the def2-TZVPD basis.

Energy above the lowest of the compared OMol25 structures with the same formula, charge and spin ... 134.1 kcal/mol
Gap between HOMO and LUMO (spin up / spin down) ... 6.86 / 7.24 eV
LUMO energy (spin up / spin down) ... -0.01941 / -0.00319 Eh
Largest force on an atom ... 3.1 eV/Å

```
10
C2H6SSi | the OMol25 dataset | the ωB97M-V functional and the def2-TZVPD basis
C 2.065 -0.993 0.028
C 2.962 0.150 -0.006
Si -2.881 -0.616 -0.026
S 0.515 -1.452 0.033
H 2.555 0.932 0.614
H 2.853 0.405 -0.991
H 4.003 -0.089 0.284
H -2.379 0.218 1.065
H -3.462 0.295 -1.216
H -3.712 -1.912 -0.118
```